Entry 1:
A single C4H10O2 molecule, computed with ωB97M-V/def2-TZVPD.

Its total energy is -8404.8177 eV. Its highest occupied orbital energy is -0.3714 Eh. The value obtained for the max |F| is 0.6 eV/Å. As for the SMILES: CC[C@@H](O)CO.

Structure (ORCA input):
```
! wB97M-V def2-TZVPD RIJCOSX def2/J DEFGRID3
* xyz 0 1
C -2.170 -0.608 -0.002
C -1.036 0.317 0.425
C 0.323 -0.285 -0.033
O 0.335 -0.487 -1.435
C 1.507 0.604 0.332
O 2.672 0.155 -0.350
H -3.173 -0.190 0.147
H -2.020 -0.786 -1.068
H -2.121 -1.565 0.528
H -1.241 1.309 -0.010
H -1.034 0.480 1.515
H 0.451 -1.272 0.450
H 1.253 -0.740 -1.631
H 1.678 0.579 1.416
H 1.252 1.621 0.013
H 3.322 0.867 -0.296
*
```

From a Löwdin analysis of the wavefunction, the atomic charges in e read:
1. C -0.111
2. C -0.205
3. C -0.395
4. O -0.036
5. C -0.219
6. O -0.068
7. H 0.072
8. H 0.069
9. H 0.075
10. H 0.116
11. H 0.114
12. H 0.150
13. H 0.090
14. H 0.125
15. H 0.127
16. H 0.096

---

Entry 2:
2 unconnected molecules or ions with the total composition C4H10O2, computed with ωB97M-V/def2-TZVPD.

Its total energy is -8404.8094 eV. Its highest occupied orbital energy is -0.3686 Eh. The value obtained for the max |F| is 2.9 eV/Å. As for the SMILES: CCC(C)=O.O.

Structure (ORCA input):
```
! wB97M-V def2-TZVPD RIJCOSX def2/J DEFGRID3
* xyz 0 1
O 1.711 -0.141 0.230
C 0.745 0.578 -0.099
C 0.811 1.483 -1.289
C -1.802 0.028 -0.092
C -0.601 0.573 0.686
H 0.775 2.521 -0.918
H -0.090 1.295 -1.898
H 1.700 1.370 -1.933
H -1.368 -0.775 -0.712
H -2.216 0.802 -0.759
H -2.624 -0.397 0.509
H -0.888 1.607 0.959
H -0.572 -0.025 1.618
O 1.778 -3.227 1.288
H 0.888 -3.253 1.708
H 1.753 -2.438 0.701
*
```

From a Löwdin analysis of the wavefunction, the atomic charges in e read:
1. O 0.040
2. C -0.408
3. C -0.022
4. C -0.118
5. C -0.189
6. H 0.096
7. H 0.084
8. H 0.093
9. H 0.081
10. H 0.073
11. H 0.079
12. H 0.113
13. H 0.115
14. O -0.091
15. H 0.041
16. H 0.013

---

Entry 3:
A molecular structure, C4H10O2, computed with ωB97M-V/def2-TZVPD.

Its total energy is -8402.3116 eV. Its highest occupied orbital energy is -0.3369 Eh. The value obtained for the max |F| is 2.4 eV/Å.

Structure (ORCA input):
```
! wB97M-V def2-TZVPD RIJCOSX def2/J DEFGRID3
* xyz 0 1
C 1.856 1.238 0.112
O 0.658 0.718 0.719
C -0.351 -0.407 -0.274
C -0.288 -1.881 0.081
C -1.669 0.274 -0.080
O -1.411 1.620 -0.011
H 2.692 0.552 0.291
H 1.724 1.359 -0.969
H 2.151 2.227 0.515
H 0.102 -0.129 -1.224
H 0.569 -1.971 0.741
H -0.127 -2.558 -0.775
H -1.181 -2.227 0.626
H -2.154 -0.160 -0.992
H -2.251 -0.148 0.770
H -0.320 1.493 0.469
*
```

From a Löwdin analysis of the wavefunction, the atomic charges in e read:
1. C -0.104
2. O -0.206
3. C -0.145
4. C -0.040
5. C -0.343
6. O -0.156
7. H 0.081
8. H 0.083
9. H 0.096
10. H 0.131
11. H 0.084
12. H 0.089
13. H 0.086
14. H 0.140
15. H 0.127
16. H 0.077

---

Entry 4:
2 unconnected molecules or ions with the total composition C4H10O2, computed with ωB97M-V/def2-TZVPD.

Its total energy is -8403.6080 eV. Its highest occupied orbital energy is -0.3726 Eh. The value obtained for the max |F| is 0.5 eV/Å. As for the SMILES: OCCO.C=C.

Structure (ORCA input):
```
! wB97M-V def2-TZVPD RIJCOSX def2/J DEFGRID3
* xyz 0 1
C -2.517 -0.366 0.359
C -1.817 0.627 0.900
C 0.951 -0.872 -0.496
O 0.101 -0.588 -1.581
C 1.665 0.350 0.063
O 2.728 0.688 -0.801
H -3.235 -0.192 -0.439
H -0.697 -0.190 -1.208
H -2.402 -1.394 0.695
H -1.926 1.656 0.564
H -1.102 0.450 1.701
H 0.403 -1.366 0.323
H 1.711 -1.571 -0.860
H 2.031 0.117 1.077
H 0.940 1.178 0.153
H 3.165 1.472 -0.449
*
```

From a Löwdin analysis of the wavefunction, the atomic charges in e read:
1. C -0.077
2. C -0.086
3. C -0.268
4. O -0.067
5. C -0.270
6. O -0.058
7. H 0.061
8. H 0.039
9. H 0.061
10. H 0.061
11. H 0.058
12. H 0.108
13. H 0.124
14. H 0.118
15. H 0.109
16. H 0.086